Here is a molecular structure, C21H33BeN3O7P2 at a distorted geometry from the OMol25 dataset. Energies are from ωB97M-V/def2-TZVPD.

Kohn-Sham gap (alpha / beta) = 5.22 / 6.37 eV
relative energy (zero: lowest compared OMol25 entry of this formula, charge and spin) = 4.7 kcal per mole
LUMO energy (alpha / beta) = -0.81 / -0.75 eV

Last column: Mulliken charge in e.
Cartesian coordinates (Å):
P  2.702  -0.680  -1.066  1.1334
P  1.414  -2.184  1.631  1.9791
C  3.691  -1.085  0.443  -1.1839
C  3.237  -2.331  1.192  -0.9897
H  3.707  -0.185  1.085  0.3477
H  4.727  -1.252  0.089  0.7719
H  3.421  -3.256  0.621  0.5261
H  3.793  -2.417  2.141  0.5466
C  1.990  -1.230  3.227  -1.6000
H  1.123  -0.971  3.851  0.4156
H  2.526  -0.307  2.952  0.4215
H  2.663  -1.876  3.809  0.4930
C  1.071  -3.814  2.396  -1.6347
H  1.659  -3.920  3.313  0.4046
H  1.288  -4.664  1.732  0.3588
H  0.005  -3.814  2.643  0.4601
C  3.162  1.009  -1.495  -1.2513
H  2.636  1.339  -2.400  0.2863
H  4.246  1.044  -1.699  0.4768
H  2.939  1.700  -0.664  0.4134
C  3.604  -1.735  -2.272  -1.4999
H  3.305  -2.788  -2.146  0.4131
H  4.682  -1.643  -2.095  0.4719
H  3.351  -1.400  -3.289  0.3863
Be  0.086  2.963  -1.082  0.2522
C  -1.388  -2.076  1.487  -1.4516
C  -0.224  -1.267  1.667  -0.0004
C  0.034  -0.165  0.579  -1.1639
C  -0.009  -0.701  -0.837  -0.8616
C  1.082  -1.767  -1.089  -0.7676
C  0.972  -2.898  -0.092  -0.8797
C  -0.360  -3.649  -0.235  -1.3216
C  -1.633  -3.001  0.401  -0.7168
C  0.696  2.745  -2.655  -1.1013
H  -2.185  -1.943  2.220  0.2465
H  -0.284  -0.773  2.645  0.8810
H  0.963  0.406  0.765  0.3484
H  -0.767  0.560  0.704  0.4061
H  -1.030  -1.084  -0.989  0.3277
H  0.098  0.148  -1.536  0.1465
H  0.998  -2.177  -2.100  1.1261
H  1.754  -3.661  -0.290  0.7545
H  -0.269  -4.653  0.212  0.3476
H  -0.560  -3.811  -1.305  0.3794
H  -2.293  -2.580  -0.385  0.2299
H  -2.230  -3.846  0.810  0.5774
H  -0.028  3.208  -3.340  0.3896
H  0.836  1.721  -3.021  0.4074
H  1.638  3.290  -2.770  0.2669
O  -6.077  5.935  -0.443  -0.6098
N  -6.020  4.682  -0.399  0.9623
O  -7.028  3.950  -0.395  -0.6172
C  -4.725  4.057  -0.350  -0.4566
C  -3.554  4.833  -0.390  -0.5844
C  -2.304  4.181  -0.405  -0.4372
C  -2.266  2.751  -0.391  1.3119
O  -1.132  2.130  -0.617  -0.5020
C  -3.457  2.022  -0.167  -0.1357
C  -4.685  2.653  -0.270  -0.3881
N  -3.386  0.641  0.315  1.1604
O  -4.091  -0.220  -0.240  -0.6152
O  -2.666  0.441  1.321  -0.5617
N  -1.125  4.953  -0.276  0.8696
O  -1.183  6.155  -0.061  -0.7558
O  0.059  4.340  -0.321  -0.6989
H  -3.608  5.922  -0.438  0.5413
H  -5.589  2.045  -0.234  0.5476

***

Here is a molecular structure, C21H33CoO3SSi2 at a distorted geometry from the OMol25 dataset. Energies are from ωB97M-V/def2-TZVPD.

Kohn-Sham gap (alpha / beta) = 7.85 / 6.77 eV
relative energy (zero: lowest compared OMol25 entry of this formula, charge and spin) = 20.6 kcal per mole
total charge = -1
LUMO energy (alpha / beta) = 2.89 / 2.90 eV
spin multiplicity = 2

Last column: Mulliken charge in e.
Cartesian coordinates (Å):
Co  0.296  0.312  -0.141  -0.1276
C  1.372  -4.515  1.143  -1.7527
C  0.847  -3.086  1.265  1.1596
C  -0.495  -3.050  1.992  -1.4730
C  0.768  -2.422  -0.090  1.0686
C  1.654  -1.376  -0.438  -1.5506
C  1.601  -0.823  -1.714  -0.1407
C  0.735  -1.333  -2.697  0.8413
C  0.721  -0.749  -4.080  -1.5496
C  -0.131  -2.347  -2.343  -0.7604
C  -0.133  -2.858  -1.049  -0.3802
H  1.511  -4.950  2.133  0.4540
H  2.330  -4.542  0.623  0.4103
H  0.673  -5.149  0.588  0.3188
H  1.552  -2.518  1.871  -0.4950
H  -1.261  -3.622  1.461  0.3094
H  -0.842  -2.023  2.097  0.1488
H  -0.392  -3.475  2.992  0.4273
H  2.426  -1.081  0.264  0.7591
H  2.328  -0.074  -2.012  0.5032
H  0.437  -1.501  -4.817  0.4351
H  1.698  -0.350  -4.355  0.3981
H  0.005  0.072  -4.149  0.1207
H  -0.825  -2.740  -3.078  0.3331
H  -0.831  -3.647  -0.795  0.3474
C  -1.589  0.716  2.992  -1.4254
Si  -0.482  1.584  1.714  1.0877
C  0.653  2.936  2.420  -1.4473
C  -1.828  2.792  1.005  -0.0067
C  -2.498  3.742  1.788  -0.4929
C  -3.471  4.573  1.264  -0.6366
C  -3.806  4.478  -0.085  -0.6834
C  -3.149  3.554  -0.878  -0.4773
C  -2.164  2.713  -0.349  0.5412
Si  -1.194  1.488  -1.421  0.4774
C  -0.403  2.561  -2.801  -1.3445
C  -2.526  0.423  -2.279  -1.1449
H  -1.707  1.364  3.868  0.3868
H  -1.208  -0.243  3.335  0.3617
H  -2.579  0.570  2.558  0.3602
H  0.301  3.233  3.415  0.2683
H  0.567  3.811  1.775  0.4434
H  1.704  2.665  2.504  0.4735
H  -2.251  3.836  2.842  0.2052
H  -3.972  5.297  1.898  0.3804
H  -4.569  5.123  -0.508  0.3756
H  -3.408  3.490  -1.931  0.2854
H  -1.086  2.689  -3.646  0.3483
H  0.532  2.154  -3.189  0.3543
H  -0.186  3.551  -2.396  0.3893
H  -3.158  1.049  -2.917  0.3896
H  -3.165  -0.051  -1.531  0.2766
H  -2.102  -0.368  -2.898  0.2322
C  1.821  0.470  4.646  -0.9405
S  2.370  -0.105  3.057  1.3482
O  3.427  0.788  2.627  -0.7406
O  2.765  -1.489  3.248  -0.7551
O  1.156  0.008  2.199  -0.5619
H  2.665  0.438  5.331  0.4166
H  1.026  -0.183  4.998  0.2407
H  1.459  1.488  4.542  0.2097

***

Here is a single C21H33F7NO11P molecule at a distorted geometry from the OMol25 dataset. Energies are from ωB97M-V/def2-TZVPD.

Kohn-Sham gap = 8.03 eV
SMILES string = CCOCCOCCOC[C@@H]1O[C@@](COC)(P(N)O)[C@](O)(C(F)(F)C(F)(F)C(F)(F)F)[C@@]1(CCOC=O)CC(=O)O
LUMO energy = 0.20 eV

Last column: Mulliken charge in e.
Cartesian coordinates (Å):
C  6.349  -0.798  2.311  -0.9868
C  5.419  -0.232  1.097  0.0308
O  5.845  -0.935  -0.090  -0.3708
C  5.349  -0.273  -1.277  -0.5864
C  3.791  -0.632  -1.574  0.1287
O  3.503  -1.999  -1.169  -0.3279
C  2.438  -2.565  -2.002  -0.3239
C  1.272  -3.177  -1.054  -0.4164
O  0.011  -2.477  -1.306  -0.3508
C  -0.432  -1.843  -0.059  -0.7070
C  -1.891  -1.195  -0.216  -0.9175
O  -1.853  -0.641  -1.552  -0.5265
C  -1.638  0.805  -1.346  1.0097
C  -0.113  0.961  -1.806  -0.9111
O  0.201  2.184  -2.510  -0.2369
C  1.453  2.100  -3.220  -0.5797
P  -2.885  1.486  -2.669  -0.0411
N  -2.579  3.184  -3.015  -0.7207
O  -2.398  0.625  -4.103  -0.6130
C  -2.080  1.302  0.153  0.4407
O  -3.192  2.158  -0.228  -0.6519
C  -1.132  2.330  0.912  0.1743
F  -0.819  3.361  -0.052  -0.3543
F  0.164  1.791  1.260  -0.3595
C  -1.738  3.119  2.154  0.5875
F  -2.149  4.421  1.706  -0.3020
F  -2.852  2.560  2.803  -0.2511
C  -0.641  3.433  3.318  0.5104
F  -0.257  2.294  4.041  -0.2014
F  -1.324  4.305  4.227  -0.2661
F  0.423  4.187  2.798  -0.2185
C  -2.435  -0.138  0.858  1.8147
C  -2.045  -0.349  2.403  -0.5880
C  -1.782  -1.826  2.901  -0.8601
O  -2.602  -2.868  2.326  -0.2180
C  -2.134  -4.164  2.750  0.1842
O  -2.788  -4.851  3.561  -0.4761
C  -4.060  -0.311  0.954  -0.7429
C  -4.795  -0.533  -0.435  0.1621
O  -5.500  0.422  -0.881  -0.5519
O  -4.807  -1.722  -1.211  -0.5304
H  7.205  -0.054  2.452  0.2503
H  5.737  -0.904  3.270  0.3000
H  6.765  -1.805  1.979  0.2749
H  5.598  0.904  1.056  0.2707
H  4.323  -0.479  1.370  0.0490
H  6.002  -0.498  -2.200  0.3190
H  5.393  0.857  -1.073  0.3072
H  3.636  -0.442  -2.694  0.3029
H  3.067  0.048  -1.009  -0.0583
H  1.934  -1.780  -2.665  0.1651
H  2.873  -3.448  -2.581  0.2774
H  1.631  -3.042  0.026  0.2115
H  1.174  -4.302  -1.238  0.3132
H  -0.382  -2.662  0.749  0.5430
H  0.322  -1.009  0.181  0.2184
H  -2.570  -2.117  -0.093  0.5301
H  0.668  0.832  -0.976  -0.1194
H  0.087  0.097  -2.551  0.7263
H  1.812  1.031  -3.421  0.1658
H  2.260  2.633  -2.601  0.2381
H  1.390  2.613  -4.253  0.2479
H  -2.138  3.659  -2.209  0.3416
H  -2.008  3.319  -3.871  0.2945
H  -2.967  0.878  -4.859  0.3276
H  -3.785  2.357  0.526  0.5782
H  -2.940  0.061  3.010  0.4931
H  -1.151  0.295  2.755  -0.0859
H  -1.961  -1.844  4.045  0.4602
H  -0.670  -2.129  2.782  0.4376
H  -1.123  -4.575  2.377  0.3043
H  -4.558  0.609  1.442  0.4120
H  -4.357  -1.192  1.634  0.6044
H  -4.564  -1.410  -2.122  0.4451

***

Here is a molecular structure, C21H33HgIN2 at a distorted geometry from the OMol25 dataset. Energies are from ωB97M-V/def2-TZVPD.

Kohn-Sham gap (alpha / beta) = 5.64 / 5.65 eV
LUMO energy (alpha / beta) = -2.33 / -2.32 eV

Last column: Mulliken charge in e.
Cartesian coordinates (Å):
C  -3.021  3.808  1.512  -1.1685
C  -4.768  1.208  -0.986  -1.0711
H  -3.243  3.298  2.464  0.3166
H  -3.899  4.371  1.151  0.2378
H  -2.104  4.453  1.453  0.3081
H  -4.801  0.112  -0.950  0.2999
H  -5.497  1.595  -0.245  0.2811
H  -4.989  1.638  -1.980  0.3374
Hg  -3.037  2.195  0.066  0.6222
C  -1.692  0.703  -1.109  -1.0276
H  -2.114  -0.280  -0.871  0.2821
H  -0.591  0.651  -0.935  0.4400
H  -1.924  0.831  -2.190  0.3787
I  -0.024  3.042  0.292  -0.2321
C  5.405  -0.790  4.590  -1.6338
C  5.540  -0.574  3.077  2.0880
C  6.292  0.743  2.836  -1.5436
C  6.362  -1.724  2.493  -2.0611
C  4.141  -0.478  2.436  0.3454
C  3.201  0.421  2.954  -0.6246
C  1.939  0.505  2.352  -0.6701
N  1.568  -0.279  1.350  -0.4870
C  2.441  -1.125  0.816  -0.2701
C  3.770  -1.240  1.322  0.0720
C  1.968  -1.932  -0.344  -0.5724
C  2.670  -3.101  -0.758  0.2316
C  2.200  -3.814  -1.868  0.5230
C  1.026  -3.363  -2.485  -0.7792
C  0.393  -2.217  -1.990  -0.5553
N  0.859  -1.523  -0.954  -0.3145
C  2.932  -5.044  -2.437  2.0242
C  1.976  -6.245  -2.444  -1.5869
C  3.362  -4.746  -3.880  -1.5592
C  4.171  -5.408  -1.619  -2.0797
H  6.399  -0.879  5.044  0.4555
H  4.852  -1.713  4.798  0.3732
H  4.885  0.041  5.076  0.3309
H  7.289  0.697  3.290  0.4208
H  6.412  0.923  1.760  0.3722
H  5.755  1.595  3.268  0.3452
H  5.852  -2.682  2.638  0.4272
H  6.549  -1.573  1.425  0.3904
H  7.332  -1.777  2.999  0.4293
H  3.429  1.074  3.798  0.3503
H  1.212  1.241  2.670  0.5077
H  4.448  -1.916  0.810  0.3243
H  3.537  -3.402  -0.183  0.4709
H  0.598  -3.881  -3.343  0.3454
H  -0.517  -1.854  -2.453  0.3895
H  1.087  -6.051  -3.055  0.3124
H  2.486  -7.126  -2.851  0.4388
H  1.649  -6.480  -1.424  0.3800
H  4.046  -3.890  -3.903  0.3680
H  3.882  -5.612  -4.303  0.4409
H  2.502  -4.516  -4.517  0.3310
H  4.896  -4.587  -1.617  0.4083
H  3.903  -5.657  -0.587  0.4128
H  4.656  -6.284  -2.063  0.4237